Computed, not measured: a cluster of 14 separate species, C41H97Cl4F3N8O22P3 in total, with wB97M-V/def2-TZVPD.

## Properties
- total energy (hartree) = -6878.75253
- gap between HOMO and LUMO (hartree) = 0.3011
- HOMO (eV) = -6.96
- charge = -1

Bonds (Å) are listed after each position.
Atoms and positions in Å:
1 Cl -0.9193 2.2719 2.6234  C58 1.781
2 Cl -2.5993 -2.3713 3.9051  C52 1.758
3 Cl -3.0309 -3.3561 0.7457  C54 1.800
4 Cl 1.0010 5.9352 1.3685  C64 1.794
5 P 5.8569 2.1143 2.1606  O16 1.466, O24 1.600, O27 1.576, O29 1.611
6 P -6.2003 -3.5153 -3.1601  O11 1.601, O12 1.466, O20 1.594, O26 1.586
7 P 7.0195 -3.9491 2.2728  O13 1.590, O14 1.597, O15 1.468, O28 1.592
8 F 0.6579 -0.2736 2.0296  C74 1.347
9 F 2.6202 -0.6351 1.2130  C74 1.352
10 F 1.7932 1.3573 1.1144  C74 1.349
11 O -5.6896 -3.6220 -4.6733  P6 1.601, C51 1.437
12 O -6.1924 -4.7845 -2.4266  P6 1.466
13 O 6.8130 -3.1186 3.6135  P7 1.590, C49 1.421
14 O 5.8898 -3.3833 1.2953  P7 1.597, C65 1.434
15 O 7.0240 -5.4095 2.4190  P7 1.468
16 O 5.6482 1.0580 3.1561  P5 1.466
17 O -0.5083 3.2359 -4.7340  C45 1.228
18 O -0.3264 0.5349 -0.4381  C41 1.432, C59 1.409
19 O 1.9125 -6.1498 4.0824  C69 1.230
20 O -5.3526 -2.2920 -2.5897  P6 1.594, C63 1.427
21 O -5.1622 2.9504 -6.4157  C66 1.222
22 O 5.0596 2.7376 -3.6483  C50 1.225
23 O 3.2665 -4.8451 -2.1790  C78 1.220
24 O 7.0578 3.1066 2.5273  P5 1.600, C46 1.413
25 O 1.7060 -0.0441 -1.3729  C41 1.341
26 O -7.6271 -2.8289 -3.2557  P6 1.586, C77 1.432
27 O 6.2129 1.6556 0.6950  P5 1.576, C44 1.442
28 O 8.3719 -3.3625 1.6704  P7 1.592, C43 1.431
29 O 4.5900 3.0876 1.9499  P5 1.611, C75 1.420
30 O 2.3762 2.0876 6.7523  C42 1.225
31 O -5.6697 -0.3212 3.0726  C81 1.222
32 O -5.9993 0.5861 -2.4682  C47 1.222
33 N -6.1254 1.8541 -0.6115  C47 1.354, C60 1.449, H88 1.005
34 N 1.8004 -3.0954 -2.0455  C48 1.440, C78 1.349, H106 1.013
35 N 3.3501 2.2820 -2.2423  C50 1.348, C55 1.440, H96 1.014
36 N 0.3267 1.4748 -3.5569  C45 1.344, C70 1.448, H158 1.022
37 N 1.4820 -4.8210 2.3558  C69 1.359, C72 1.465, H138 1.005
38 N -4.5934 1.5547 -4.7143  C66 1.354, C67 1.451, H99 1.018
39 N 4.4086 1.8086 5.8090  C42 1.353, C62 1.443, H143 1.010
40 N -5.8589 1.9282 2.8862  C73 1.455, C81 1.347, H95 1.007
41 C 0.8570 -0.2684 -0.3596  O18 1.432, O25 1.341, C74 1.533, H154 1.107
42 C 3.0620 1.6791 5.8236  O30 1.225, N39 1.353, C61 1.494
43 C 8.8148 -3.8495 0.3994  O28 1.431, H84 1.092, H137 1.086, H147 1.090
44 C 5.3239 0.7870 -0.0354  O27 1.442, H120 1.086, H165 1.090, H170 1.087
45 C -0.1214 2.7362 -3.6814  O17 1.228, N36 1.344, C68 1.513
46 C 7.5015 4.1263 1.6551  O24 1.413, H102 1.094, H131 1.092, H168 1.089
47 C -6.2659 0.6849 -1.2795  O32 1.222, N33 1.354, C53 1.518
48 C 0.5860 -3.8166 -2.3264  N34 1.440, H98 1.093, H151 1.088, H166 1.094
49 C 6.6099 -1.7134 3.5565  O13 1.421, H127 1.087, H160 1.090, H176 1.093
50 C 4.1932 1.9698 -3.2471  O22 1.225, N35 1.348, C57 1.509
51 C -5.9110 -2.5740 -5.6309  O11 1.437, H82 1.087, H118 1.092, H167 1.087
52 C -2.6187 -1.3047 2.5081  Cl2 1.758, C54 1.516, H112 1.090, H129 1.090
53 C -6.7842 -0.4918 -0.4735  C47 1.518, H108 1.091, H130 1.088, H146 1.087
54 C -3.6151 -1.8265 1.4923  Cl3 1.800, C52 1.516, H161 1.093, H178 1.087
55 C 3.3073 3.6170 -1.7034  N35 1.440, H103 1.092, H140 1.095, H159 1.086
56 C -6.9381 1.8271 -5.2875  C66 1.517, H101 1.090, H105 1.087, H117 1.093
57 C 4.0561 0.5761 -3.8102  C50 1.509, H97 1.087, H123 1.092, H141 1.093
58 C -0.1780 3.8897 2.6806  Cl1 1.781, C64 1.527, H124 1.087, H169 1.087
59 C -1.4537 -0.0990 -0.9966  O18 1.409, C79 1.512, H83 1.099, H110 1.096
60 C -5.8112 3.0643 -1.3440  N33 1.449, H94 1.091, H125 1.090, H128 1.089
61 C 2.4837 1.0057 4.6221  C42 1.494, H114 1.091, H139 1.094, H144 1.088
62 C 5.1704 2.4705 6.8398  N39 1.443, H93 1.093, H109 1.094, H115 1.086
63 C -3.9421 -2.3385 -2.3774  O20 1.427, H86 1.090, H133 1.093, H156 1.086
64 C 0.4662 4.2229 1.3366  Cl4 1.794, C58 1.527, H135 1.085, H153 1.083
65 C 4.5091 -3.5764 1.6330  O14 1.434, H132 1.089, H145 1.093, H171 1.089
66 C -5.4818 2.1789 -5.5238  O21 1.222, N38 1.354, C56 1.517
67 C -3.1848 1.9013 -4.6849  N38 1.451, H89 1.091, H142 1.092, H148 1.085
68 C -0.0249 3.5612 -2.4163  C45 1.513, H91 1.089, H121 1.092, H164 1.090
69 C 1.4301 -5.0897 3.6868  O19 1.230, N37 1.359, C80 1.504
70 C 0.3081 0.4825 -4.6116  N36 1.448, H104 1.090, H107 1.088, H157 1.091
71 C 4.1879 -2.6799 -1.8270  C78 1.533, H85 1.091, H163 1.094, H175 1.086
72 C 0.9924 -3.5647 1.7830  N37 1.465, H111 1.085, H116 1.090, H119 1.097
73 C -4.4746 2.2915 2.6212  N40 1.455, H92 1.090, H150 1.090, H152 1.085
74 C 1.4732 0.0510 1.0071  F8 1.347, F9 1.352, F10 1.349, C41 1.533
75 C 4.3389 4.1136 2.8992  O29 1.420, H113 1.091, H155 1.095, H177 1.090
76 C -7.8178 0.6203 3.4750  C81 1.515, H126 1.091, H162 1.090, H172 1.088
77 C -8.8149 -3.5442 -2.8969  O26 1.432, H100 1.089, H134 1.089, H173 1.088
78 C 3.0241 -3.6612 -2.0098  O23 1.220, N34 1.349, C71 1.533
79 C -2.6043 0.8786 -0.9254  C59 1.512, H87 1.095, H136 1.090, H174 1.091
80 C 0.7590 -4.1133 4.6138  C69 1.504, H90 1.095, H122 1.086, H149 1.087
81 C -6.3461 0.6952 3.1237  O31 1.222, N40 1.347, C76 1.515
82 H -6.1845 -3.0611 -6.5637  C51 1.087
83 H -1.7024 -0.9872 -0.3994  C59 1.099
84 H 8.7752 -3.0310 -0.3225  C43 1.092
85 H 4.6284 -2.5164 -2.8112  C71 1.091
86 H -3.6181 -3.3739 -2.2710  C63 1.090
87 H -2.8265 1.0529 0.1329  C79 1.095
88 H -6.4363 1.8891 0.3439  N33 1.005
89 H -3.0399 2.6480 -3.9031  C67 1.091
90 H 1.3121 -3.1688 4.6170  C80 1.095
91 H -0.9469 4.0168 -2.0585  C68 1.089
92 H -3.8921 2.0828 3.5190  C73 1.090
93 H 4.9165 2.0720 7.8255  C62 1.093
94 H -6.5931 3.2650 -2.0780  C60 1.091
95 H -6.4847 2.6921 3.0814  N40 1.007
96 H 2.8626 1.5476 -1.7413  N35 1.014
97 H 3.1787 0.0214 -3.4888  C57 1.087
98 H 0.1934 -4.2993 -1.4281  C48 1.093
99 H -4.9904 1.0824 -3.9051  N38 1.018
100 H -8.5773 -4.4754 -2.3841  C77 1.089
101 H -7.0951 0.7540 -5.1797  C56 1.090
102 H 7.0960 4.0551 0.6419  C46 1.094
103 H 3.0153 4.3214 -2.4844  C55 1.092
104 H -0.1768 -0.4201 -4.2392  C70 1.090
105 H -7.5674 2.2331 -6.0759  C56 1.087
106 H 1.7989 -2.0842 -1.9797  N34 1.013
107 H -0.2098 0.9086 -5.4685  C70 1.088
108 H -7.1903 -1.1526 -1.2403  C53 1.091
109 H 4.8904 3.5272 6.8740  C62 1.094
110 H -1.2625 -0.4235 -2.0262  C59 1.096
111 H 1.0635 -3.5064 0.7019  C72 1.085
112 H -2.8995 -0.3003 2.8236  C52 1.090
113 H 3.3561 4.0475 3.3672  C75 1.091
114 H 3.2414 0.5485 3.9841  C61 1.091
115 H 6.2355 2.3532 6.6660  C62 1.086
116 H 0.0162 -3.2765 2.1720  C72 1.090
117 H -7.3157 2.2819 -4.3682  C56 1.093
118 H -4.9328 -2.1035 -5.7537  C51 1.092
119 H 1.6877 -2.8237 2.1969  C72 1.097
120 H 5.2981 1.1863 -1.0455  C44 1.086
121 H 0.6414 4.3976 -2.6375  C68 1.092
122 H 0.8843 -4.4938 5.6231  C80 1.086
123 H 4.0915 0.6678 -4.8982  C57 1.092
124 H -0.9641 4.6172 2.8657  C58 1.087
125 H -4.8558 2.9876 -1.8624  C60 1.090
126 H -8.3704 1.4783 3.0890  C76 1.091
127 H 5.6632 -1.4709 4.0331  C49 1.087
128 H -5.7397 3.9157 -0.6688  C60 1.089
129 H -1.6318 -1.2161 2.0533  C52 1.090
130 H -7.5849 -0.2110 0.2081  C53 1.088
131 H 7.2325 5.1363 1.9725  C46 1.092
132 H 4.2883 -4.2283 2.4764  C65 1.089
133 H -3.4629 -1.8556 -3.2323  C63 1.093
134 H -9.3827 -2.9317 -2.1981  C77 1.089
135 H -0.3063 4.2158 0.5743  C64 1.085
136 H -2.3459 1.8499 -1.3477  C79 1.090
137 H 9.8401 -4.1922 0.5012  C43 1.086
138 H 1.9177 -5.5222 1.7819  N37 1.005
139 H 1.9940 1.7429 3.9784  C61 1.094
140 H 4.2868 3.9626 -1.3552  C55 1.095
141 H 4.9878 0.0461 -3.5947  C57 1.093
142 H -2.6394 0.9790 -4.4747  C67 1.092
143 H 4.9277 1.3388 5.0810  N39 1.010
144 H 1.7194 0.2790 4.8886  C61 1.088
145 H 4.1196 -2.5776 1.8446  C65 1.093
146 H -6.0015 -1.0835 -0.0050  C53 1.087
147 H 8.1562 -4.6205 0.0001  C43 1.090
148 H -2.8036 2.2881 -5.6237  C67 1.085
149 H -0.2653 -3.9512 4.2895  C80 1.087
150 H -4.0637 1.6877 1.8114  C73 1.090
151 H 0.6717 -4.5015 -3.1680  C48 1.088
152 H -4.3970 3.3333 2.3275  C73 1.085
153 H 1.3032 3.5738 1.1111  C64 1.083
154 H 0.5572 -1.3345 -0.3545  C41 1.107
155 H 5.0273 4.0759 3.7497  C75 1.095
156 H -3.6862 -1.7973 -1.4716  C63 1.086
157 H 1.3173 0.2172 -4.9314  C70 1.091
158 H 0.6804 1.1715 -2.6475  N36 1.022
159 H 2.6217 3.6771 -0.8628  C55 1.086
160 H 6.6527 -1.2774 2.5586  C49 1.090
161 H -3.8029 -1.0875 0.7096  C54 1.093
162 H -8.2294 -0.2617 2.9840  C76 1.090
163 H 3.8506 -1.6997 -1.4764  C71 1.094
164 H 0.4348 2.9809 -1.6159  C68 1.090
165 H 4.2914 0.8306 0.3113  C44 1.090
166 H -0.2057 -3.1214 -2.6209  C48 1.094
167 H -6.6348 -1.8139 -5.3467  C51 1.087
168 H 8.5847 4.0502 1.5772  C46 1.089
169 H 0.5485 3.9149 3.4890  C58 1.087
170 H 5.6727 -0.2430 -0.0400  C44 1.087
171 H 4.0094 -3.9323 0.7333  C65 1.089
172 H -7.9772 0.4691 4.5402  C76 1.088
173 H -9.3653 -3.7367 -3.8152  C77 1.088
174 H -3.5152 0.5361 -1.4185  C79 1.091
175 H 4.9131 -3.1023 -1.1379  C71 1.086
176 H 7.3923 -1.1590 4.0811  C49 1.093
177 H 4.4711 5.0860 2.4259  C75 1.090
178 H -4.5982 -2.0289 1.9095  C54 1.087